Entry from OMol25: a structure of composition C4H9N2O (ωB97M-V with the def2-TZVPD basis set).

The HOMO-LUMO gap comes out at 8.21 eV. Its total charge is +1. The LUMO energy comes out at -6.11 eV. As for the spin multiplicity: 1.

```
16
Properties=species:S:1:pos:R:3:nbo_charge:R:1
C 0.07231 0.52303 1.45536 0.0069
H -0.06144 0.35634 2.52235 0.2727
N 1.36329 0.38113 1.01735 -0.3680
C 0.19214 -0.75791 -0.45857 0.2726
H 2.29651 -0.23762 -0.79157 0.2619
O -1.40305 1.96301 0.20132 -0.9224
N -0.63084 -0.56466 0.60681 -0.4407
H -1.01462 -0.93096 -2.21048 0.2722
H -1.72713 2.81196 0.52691 0.4971
H 0.58127 -1.82284 -2.27758 0.2597
H -0.78743 -2.40981 -1.33325 0.2668
C 1.40780 -0.19780 -0.18347 -0.0242
H -1.52298 -0.09466 0.37838 0.4689
C -0.25780 -1.50366 -1.65544 -0.6765
H 2.15266 0.94784 1.30282 0.4624
H -0.66068 1.53662 0.89906 0.3906
```

***

Entry from OMol25: the molecule C6H6FNO2 (ωB97M-V with the def2-TZVPD basis set).

The HOMO-LUMO gap comes out at 9.26 eV. The SMILES is C=C=C(F)COC(=O)N=C. The LUMO energy comes out at -0.36 eV. As for the spin multiplicity: 1.

```
16
Properties=species:S:1:pos:R:3:nbo_charge:R:1
C 0.31743 -1.08395 -1.67401 0.8537
H 1.77420 -1.33640 1.01453 0.1972
H -2.19481 -2.31951 -1.62924 0.1647
C -2.01826 -1.33326 -1.32404 0.0733
O 1.41301 -0.85408 -0.87344 -0.4839
C 1.12945 -0.73905 0.49999 -0.1207
C 1.39280 0.73489 0.90166 0.3180
H -1.07583 3.21525 0.97389 0.2218
H -2.78344 -0.86664 -0.74772 0.1721
O 0.49781 -1.31312 -2.83943 -0.5595
N -0.87640 -0.86305 -1.06187 -0.5048
H -0.46233 2.61990 2.60246 0.2138
H 0.07974 -1.03741 0.69954 0.2130
C -0.34691 2.58133 1.45649 -0.4109
F 2.71462 0.95763 1.01663 -0.3145
C 0.43890 1.63748 0.98456 -0.0332
```

***

Entry from OMol25: the molecule C3H5N3OS (ωB97M-V with the def2-TZVPD basis set).

The HOMO-LUMO gap comes out at 9.94 eV. The SMILES is [H]/N=C1/N/C(=N/[H])SCO1. The LUMO energy comes out at 0.48 eV. As for the spin multiplicity: 1.

```
13
Properties=species:S:1:pos:R:3:nbo_charge:R:1
H 0.97568 2.47792 0.44325 0.2271
H -0.37285 -1.92796 -0.27065 0.4367
N -1.92271 -1.22248 1.38595 -0.6820
C -1.05185 -0.44047 0.82193 0.2784
H -2.45064 -0.64701 2.04785 0.3443
S -0.88095 1.29835 1.08270 0.2220
C 0.50364 -0.34720 -1.11235 0.6887
H 1.33855 -0.38530 -2.79274 0.3582
C 0.80141 1.39941 0.41347 -0.2229
N 0.85536 -1.01926 -2.15359 -0.7113
O 0.83897 0.96699 -0.92208 -0.4977
H 1.51761 0.81378 1.10750 0.2117
N -0.15222 -0.96677 -0.05125 -0.6532
```

***

Entry from OMol25: a structure of composition C4H14IN3PtS (ωB97M-V with the def2-TZVPD basis set).

The HOMO-LUMO gap (spin up / spin down) comes out at 5.10 / 7.02 eV. The expectation value of S² is 2.008. The LUMO energy (spin up / spin down) comes out at -0.10 / -0.25 eV. As for the spin multiplicity: 3.

```
24
Properties=species:S:1:pos:R:3:lowdin_spin:R:1
Pt -0.21341 0.34789 -0.14235 1.0370
S 0.74387 1.75017 1.21701 0.2092
H -0.76536 -1.08908 -3.12163 0.0024
H 0.78670 2.03924 3.89371 0.0053
C 0.84733 0.58704 2.49424 0.0272
H 1.33166 0.69266 -2.13170 0.0174
H 0.98276 0.48524 4.53724 0.0020
H 1.19025 -1.81485 0.69396 0.0076
H -1.18522 -1.29776 -1.34253 0.0249
H -2.39803 -0.98382 -2.61634 0.0094
H 2.40300 0.50835 -0.68985 0.0090
C 1.52683 0.11205 -1.22175 0.1692
H -0.34879 -1.85675 1.21292 0.0073
C -1.38836 -0.69727 -2.32957 0.0775
N 0.92150 1.07461 3.72849 0.0160
H -1.03977 1.54039 -1.49876 0.0271
C -1.41012 0.79108 -2.42181 0.1242
H 1.69481 -0.93492 -1.50979 0.0219
H 0.95492 -1.37997 3.08251 0.0047
N 0.43187 -1.23041 1.04954 0.1344
N 0.88310 -0.74582 2.31394 0.0140
I -2.76020 0.01293 0.59891 0.0420
H -0.71044 1.12826 -3.18216 0.0026
H -2.47890 0.96075 -2.61425 0.0075
```